Record 1
Formula: C24H72O24
Source: OMol25
Level of theory: ωB97M-V/def2-TZVPD

The geometry in ORCA input format:
```
! wB97M-V def2-TZVPD RIJCOSX def2/J DEFGRID3
* xyz 0 1
O 28.85 6.31 21.62
C 28.25 7.32 20.85
C 28.34 6.90 19.31
O 27.63 7.82 18.38
H 28.62 5.45 21.23
H 27.21 7.39 21.16
H 28.75 8.29 20.90
H 27.81 5.95 19.23
H 29.35 6.75 18.94
H 27.64 7.35 17.54
O 33.34 25.31 15.13
C 33.40 24.12 14.38
C 32.01 23.50 14.62
O 31.59 23.24 15.89
H 32.92 25.12 15.97
H 33.68 24.41 13.37
H 34.04 23.42 14.90
H 31.82 22.55 14.14
H 31.36 24.22 14.13
H 30.71 22.87 15.79
O 23.14 23.84 16.36
C 24.29 23.09 16.68
C 24.58 22.32 15.46
O 25.83 21.53 15.69
H 23.08 24.25 15.49
H 25.07 23.85 16.74
H 24.23 22.47 17.57
H 24.78 22.96 14.60
H 23.76 21.70 15.09
H 25.74 20.62 15.40
O 25.97 14.30 14.67
C 26.82 13.96 15.63
C 28.28 14.27 15.28
O 28.52 15.57 15.67
H 25.83 13.53 14.11
H 26.60 14.46 16.58
H 26.44 12.95 15.78
H 28.57 14.15 14.23
H 28.95 13.61 15.82
H 28.96 16.09 15.00
O 24.47 18.10 23.06
C 25.18 17.32 22.03
C 25.53 15.89 22.55
O 26.59 16.03 23.41
H 23.84 18.70 22.65
H 24.49 17.06 21.22
H 26.04 17.89 21.70
H 25.88 15.26 21.74
H 24.85 15.23 23.08
H 26.39 16.77 23.98
O 37.34 16.80 13.20
C 36.53 17.50 12.32
C 35.62 16.50 11.62
O 34.79 15.68 12.38
H 36.83 16.11 13.63
H 36.00 18.34 12.80
H 37.15 17.96 11.55
H 36.36 15.89 11.11
H 35.13 17.08 10.85
H 34.76 14.79 12.03
O 19.18 16.87 9.86
C 19.68 16.00 8.99
C 20.37 16.73 7.79
O 19.48 16.61 6.75
H 19.24 16.42 10.71
H 20.42 15.43 9.55
H 18.91 15.31 8.64
H 21.16 16.16 7.30
H 20.75 17.75 7.91
H 18.61 16.94 7.00
O 19.48 13.83 16.59
C 19.69 14.21 17.93
C 18.37 14.48 18.74
O 18.11 13.29 19.54
H 20.34 13.63 16.20
H 20.20 13.38 18.42
H 20.46 14.97 18.00
H 17.47 14.79 18.20
H 18.61 15.38 19.30
H 17.58 13.65 20.26
O 36.56 9.15 17.50
C 36.01 10.36 16.89
C 34.90 10.91 17.77
O 33.67 10.05 17.56
H 35.89 8.55 17.82
H 36.80 11.09 16.72
H 35.77 10.27 15.84
H 34.59 11.93 17.56
H 34.99 10.88 18.85
H 33.08 10.30 18.28
O 33.08 18.91 21.68
C 32.91 20.24 22.24
C 33.85 20.19 23.53
O 35.15 19.76 23.40
H 32.30 18.72 21.16
H 33.24 20.89 21.44
H 31.85 20.32 22.49
H 33.22 19.72 24.29
H 33.97 21.20 23.91
H 35.27 18.90 22.99
O 22.46 9.72 5.40
C 22.32 9.87 6.81
C 23.75 9.85 7.49
O 23.76 10.34 8.84
H 22.99 10.40 4.97
H 21.86 10.84 7.01
H 21.64 9.07 7.07
H 24.39 10.44 6.83
H 24.18 8.85 7.42
H 23.37 9.65 9.39
O 22.57 6.82 12.59
C 23.08 6.62 13.89
C 24.20 5.58 13.83
O 25.34 6.14 13.30
H 22.14 6.02 12.26
H 23.38 7.58 14.31
H 22.20 6.18 14.37
H 23.77 4.68 13.38
H 24.37 5.18 14.83
H 25.63 5.70 12.49
*
```

E_LUMO: 0.032 eV
energy relative to the best compared isomer or geometry (same formula, charge and spin): 9.328 eV
HOMO-LUMO gap: 0.3650 Ha

These are the Löwdin partial charges, in e, on atoms 1 to 2: atom 1 (O): -0.07, atom 2 (C): -0.23

Record 2
Formula: C24H72O24
Source: OMol25
Level of theory: ωB97M-V/def2-TZVPD

The geometry in ORCA input format:
```
! wB97M-V def2-TZVPD RIJCOSX def2/J DEFGRID3
* xyz 0 1
O 14.77 8.03 9.40
C 15.61 9.21 9.66
C 16.64 9.38 8.55
O 16.06 9.86 7.35
H 15.13 7.29 9.94
H 15.00 10.09 9.72
H 16.17 9.11 10.64
H 17.16 8.43 8.37
H 17.33 10.12 8.97
H 15.42 9.21 7.05
O 8.30 12.01 10.33
C 8.46 11.61 11.65
C 9.94 11.62 12.10
O 10.13 10.99 13.36
H 7.98 12.91 10.35
H 7.81 12.14 12.35
H 8.15 10.58 11.70
H 10.19 12.69 12.16
H 10.53 11.18 11.30
H 10.07 9.99 13.36
O 10.85 14.79 13.56
C 10.68 14.89 14.93
C 10.27 13.56 15.55
O 11.45 12.73 15.60
H 11.76 14.76 13.33
H 11.66 15.28 15.51
H 9.81 15.56 15.12
H 9.46 13.07 15.03
H 10.01 13.83 16.60
H 11.31 12.19 14.83
O 10.88 7.18 10.85
C 11.77 7.79 11.80
C 11.30 7.49 13.20
O 9.94 7.71 13.45
H 10.84 7.80 10.12
H 12.74 7.33 11.64
H 11.84 8.91 11.59
H 11.86 8.08 13.87
H 11.45 6.42 13.41
H 9.55 7.18 12.70
O 13.09 14.74 12.43
C 14.11 13.75 12.39
C 13.56 12.50 11.75
O 13.09 12.90 10.43
H 12.66 14.84 11.56
H 14.95 13.97 11.73
H 14.46 13.64 13.43
H 12.79 12.00 12.34
H 14.45 11.79 11.62
H 12.23 12.51 10.19
O 14.59 14.72 9.04
C 14.00 15.40 7.96
C 13.92 14.52 6.75
O 13.27 13.24 6.87
H 13.94 13.97 9.31
H 13.00 15.84 8.30
H 14.56 16.23 7.64
H 14.86 14.23 6.31
H 13.39 15.08 5.90
H 12.52 13.36 7.48
O 16.99 13.98 8.19
C 16.83 12.61 7.77
C 18.26 12.13 7.76
O 18.90 12.38 8.97
H 16.13 14.24 8.54
H 16.34 12.01 8.54
H 16.32 12.50 6.83
H 18.88 12.63 6.97
H 18.37 11.08 7.49
H 18.87 13.33 9.25
O 16.44 18.09 14.91
C 15.02 17.77 15.06
C 14.84 16.32 15.38
O 15.50 15.54 14.38
H 16.58 18.31 14.00
H 14.56 18.33 15.92
H 14.48 18.02 14.20
H 13.74 16.17 15.41
H 15.19 16.03 16.37
H 16.46 15.79 14.42
O 12.31 9.41 9.26
C 11.75 9.74 8.01
C 10.53 10.63 8.22
O 10.77 11.77 8.96
H 13.16 8.94 9.24
H 12.52 10.33 7.42
H 11.45 8.85 7.45
H 9.80 10.02 8.74
H 10.19 10.93 7.20
H 9.93 12.12 9.31
O 17.61 8.98 12.10
C 17.71 8.18 13.26
C 16.95 6.87 13.10
O 17.29 6.19 11.86
H 18.05 9.83 12.21
H 18.78 7.93 13.37
H 17.25 8.64 14.16
H 15.88 7.17 12.93
H 17.07 6.24 13.96
H 18.22 6.37 11.75
O 18.04 11.58 11.61
C 18.37 12.75 12.38
C 17.88 14.06 11.85
O 18.40 14.44 10.63
H 18.46 11.61 10.70
H 17.94 12.69 13.36
H 19.48 12.81 12.36
H 18.22 14.74 12.62
H 16.75 13.93 11.85
H 17.64 14.67 10.06
O 14.00 9.67 17.05
C 14.79 10.64 16.44
C 14.52 10.89 14.96
O 14.83 9.69 14.20
H 13.08 10.02 17.19
H 14.74 11.61 17.02
H 15.81 10.36 16.51
H 14.96 11.78 14.49
H 13.45 11.05 14.82
H 14.34 9.00 14.72
*
```

E_LUMO: 0.180 eV
energy relative to the best compared isomer or geometry (same formula, charge and spin): 1.866 eV
HOMO-LUMO gap: 0.3543 Ha

These are the Löwdin partial charges, in e, on atoms 1 to 2: atom 1 (O): -0.10, atom 2 (C): -0.18